# C5H9N3O3S

An isolated molecule of C5H9N3O3S (ωB97M-V with the def2-TZVPD basis set, the OMol25 dataset).

Computed properties:
Net charge: 0
ΔE to the lowest compared entry with this formula, charge and spin: 28.17 kcal/mol
E_tot: -26777.3067 eV
SMILES: COc1cnn(C)c1S(N)(=O)=O

```
21
Properties=species:S:1:pos:R:3:forces:R:3:lowdin_charge:R:1
C 2.85567 -1.43558 0.02968 0.21 0.02 0.00 -0.08
O 1.44787 -1.33682 0.01741 -0.24 0.23 0.00 -0.09
C 0.95135 -0.07801 0.01058 -0.12 -0.29 0.01 -0.25
C 1.60763 1.16550 0.00597 -0.09 -0.33 0.01 -0.08
N 0.72525 2.15418 0.00137 0.05 0.56 0.00 0.09
N -0.46734 1.60144 0.00053 0.21 -0.39 -0.04 -0.19
C -1.67085 2.37885 0.01261 -0.52 0.51 0.05 -0.01
C -0.39722 0.24858 0.00598 -0.12 -0.58 -0.02 -0.21
S -1.88693 -0.69558 0.00664 0.10 -0.57 -0.04 0.62
N -1.33230 -2.25402 -0.09317 -0.21 0.93 0.05 -0.04
O -2.53700 -0.50684 1.27112 0.26 -0.14 0.01 -0.29
O -2.61253 -0.37916 -1.19087 0.27 -0.17 -0.03 -0.29
H 3.07851 -2.50066 0.03794 0.05 0.08 0.00 0.09
H 3.27956 -0.96555 0.92249 -0.02 -0.02 -0.02 0.10
H 3.29480 -0.97624 -0.86132 -0.02 -0.02 0.02 0.10
H 2.65579 1.38374 0.00525 0.22 0.02 0.00 0.11
H -2.19366 2.24903 0.96181 0.04 0.05 -0.03 0.10
H -1.39252 3.42199 -0.12060 0.00 -0.09 0.00 0.10
H -2.32931 2.05135 -0.79214 0.06 0.11 0.02 0.09
H -1.51517 -2.80952 0.72352 -0.05 0.03 0.29 0.08
H -1.56160 -2.71669 -0.95481 -0.07 0.06 -0.28 0.08
```
Forces are in eV/Å.